(1)
{"formula": "CH38N2O18", "method": "the ωB97M-V functional and the def2-TZVPD basis", "orbital_gap_ev": 10.02, "e_homo_ha": -0.3761, "lumo_ev": -0.22, "species": ["N", "C", "N", "O", "H", "H", "H", "H", "H", "H", "O", "H", "H", "O", "H", "H", "O", "H", "H", "O", "H", "H", "O", "H", "H", "O", "H", "H", "O", "H", "H", "O", "H", "H", "O", "H", "H", "O", "H", "H", "O", "H", "H", "O", "H", "H", "O", "H", "H", "O", "H", "H", "O", "H", "H", "O", "H", "H", "O"], "positions_angstrom": [[0.3795, -3.3030, 1.2190], [0.5919, -2.2804, 0.3458], [1.8841, -1.8052, 0.2046], [-0.3492, -1.7769, -0.2843], [1.0921, -3.4406, 1.9458], [-0.4814, -3.6885, 1.5401], [2.3492, -1.6986, 1.1353], [2.0218, -1.0246, -0.3976], [-1.9432, 2.7604, 0.3783], [-1.8061, 2.8989, -1.1636], [-2.1253, 2.3200, -0.4535], [-2.4529, -1.4392, 3.0841], [-2.4214, -2.0592, 4.5396], [-1.9905, -2.0467, 3.6794], [0.3032, -2.0446, 3.7765], [1.0274, -2.8189, 5.0165], [1.1294, -2.2348, 4.2587], [3.1077, -2.0333, 3.7848], [3.9767, -3.1540, 3.4747], [3.5379, -2.4294, 3.0227], [-4.0139, 2.2897, 0.9738], [-4.5583, 1.6214, 2.2254], [-4.7529, 2.3192, 1.5880], [0.5539, 2.0051, -0.8692], [1.3176, 0.8675, 0.0130], [1.3536, 1.5099, -0.7143], [-1.6212, 0.9732, -2.1863], [-1.2585, 1.0505, -3.6813], [-1.7468, 1.5038, -2.9911], [-0.5620, -2.3311, -3.0694], [-0.1834, -1.5275, -1.9340], [-0.2496, -1.4270, -2.9124], [3.1090, 2.6121, -1.7847], [4.0965, 2.6417, -2.9656], [3.6307, 3.1995, -2.3230], [3.9459, -0.2653, -3.6843], [3.2266, 0.7301, -4.8465], [3.9903, 0.3064, -4.4637], [-1.7255, -1.0848, 0.5492], [-2.9529, -0.1883, 0.8172], [-2.3994, -0.8843, 1.2229], [-0.3286, -5.3168, -2.7619], [-0.2915, -4.4635, -1.5366], [-0.6692, -4.4821, -2.4196], [-0.5332, 3.3174, -2.7548], [-0.8733, 4.7584, -2.6670], [-0.7997, 3.9751, -2.1011], [-2.1571, 4.6662, 3.6265], [-3.0699, 3.7020, 2.8350], [-2.1520, 3.9016, 3.0529], [1.0772, 0.3131, 2.3530], [-0.1494, 0.4239, 1.5336], [0.7534, 0.0797, 1.4635], [0.4966, -0.0507, -4.2806], [0.2269, -0.6569, -5.5930], [0.6763, 0.1193, -5.2165], [-0.8698, 1.7773, 3.8319], [-0.0688, 2.6699, 3.1351], [0.0759, 1.8225, 3.5797]], "atomic_forces_ev_per_a": [[2.261, -0.211, 1.145], [-0.242, 1.102, 0.029], [0.197, -1.951, 1.912], [0.043, -0.615, -0.432], [-0.066, 0.054, -0.735], [-0.987, 0.618, -0.551], [-0.133, -0.411, -1.398], [-0.404, 0.438, -0.316], [0.328, 0.337, -0.021], [-0.074, 0.466, -0.035], [-0.435, -0.778, 0.659], [0.050, -0.102, -0.159], [-0.112, 0.154, -0.207], [0.406, -0.218, 0.287], [-0.081, -0.415, 0.845], [-0.736, 0.160, -0.299], [0.334, 0.343, -0.309], [-0.663, 0.464, -0.143], [0.386, -0.365, -0.445], [0.374, -0.115, 0.218], [0.075, 0.001, -0.525], [-0.167, 0.015, -0.066], [0.252, 0.007, 0.499], [-0.524, -0.173, 0.469], [-0.870, 0.643, 0.159], [1.485, -0.064, -0.914], [-0.064, 0.060, -0.432], [0.026, -0.320, -0.146], [0.149, -0.010, 0.264], [0.009, 0.050, -0.653], [0.096, 0.785, -0.217], [-0.141, -0.610, 0.498], [-0.458, -0.525, 0.355], [-0.267, 0.071, 0.292], [0.586, 0.325, -0.628], [-1.158, 0.585, -0.596], [-0.947, -0.599, 0.717], [2.017, 0.029, -0.099], [0.182, -0.365, -0.024], [0.390, -0.559, 0.186], [-0.754, 1.095, -0.114], [-0.120, 0.100, -0.248], [-0.038, 0.280, 0.271], [0.146, -0.280, -0.015], [-0.142, -0.510, 0.089], [-0.119, 0.039, 0.525], [0.384, 0.633, -0.680], [-0.123, 0.252, 0.129], [-0.158, 0.126, 0.009], [0.193, -0.534, -0.246], [0.045, 0.099, -0.356], [-0.014, -0.128, -0.194], [-0.420, 0.482, 1.418], [0.290, -0.099, 0.234], [0.344, 0.418, -0.150], [-0.537, -0.389, 0.044], [0.581, -0.778, 0.406], [0.925, 0.256, -0.320], [-1.600, 0.640, 0.011]]}


(2)
{"formula": "CH3AgLiO", "method": "the ωB97M-V functional and the def2-TZVPD basis", "multiplicity": 2, "orbital_gap_ev": [5.27, 5.28], "e_homo_ha": [-0.2175, -0.2180], "lumo_ev": [-0.64, -0.65], "species": ["O", "C", "Li", "H", "H", "Ag", "H"], "positions_angstrom": [[-0.1232, 0.3057, 0.0293], [-0.4857, 0.1213, -1.2524], [1.7854, -0.6653, 1.8951], [-1.5631, -0.0086, -1.3880], [0.3366, 0.0784, -1.9711], [-0.7225, -0.4473, 2.4327], [0.7724, 0.6158, 0.2545]], "atomic_forces_ev_per_a": [[-0.397, 0.266, 0.988], [0.555, 0.126, -0.785], [-0.104, -0.287, 0.484], [0.757, -0.014, -0.203], [-0.833, -0.078, -0.117], [0.370, -0.123, 0.416], [-0.348, 0.109, -0.783]]}


(3)
{"formula": "CH3Br2OP", "method": "the ωB97M-V functional and the def2-TZVPD basis", "orbital_gap_ev": 8.83, "e_homo_ha": -0.3206, "lumo_ev": 0.11, "species": ["C", "O", "P", "Br", "Br", "H", "H", "H"], "positions_angstrom": [[0.7540, 0.2368, -0.2333], [1.7624, -0.7248, 0.0551], [-1.4847, 0.1817, -0.8370], [-2.3701, 1.4685, 0.6955], [-2.0241, -1.8328, -0.0957], [1.0632, 0.7399, -1.1450], [0.6155, 0.9434, 0.5854], [1.6838, -1.0127, 0.9750]], "atomic_forces_ev_per_a": [[-0.494, 0.498, -0.067], [-1.878, 0.339, -0.291], [2.382, -0.959, 0.066], [0.088, 0.297, 0.418], [-0.040, -0.178, 0.045], [0.027, -0.013, 0.027], [0.056, -0.026, 0.005], [-0.140, 0.041, -0.203]]}


(4)
{"formula": "CH3Br2OP", "method": "the ωB97M-V functional and the def2-TZVPD basis", "orbital_gap_ev": 9.36, "e_homo_ha": -0.3424, "lumo_ev": 0.04, "species": ["C", "O", "P", "Br", "Br", "H", "H", "H"], "positions_angstrom": [[0.2473, -0.7828, 0.2491], [0.5912, -0.4180, 1.6738], [-0.8697, 0.1838, -1.2726], [0.6896, 1.4377, -2.0742], [-2.1841, 1.6260, -0.2164], [-0.0979, -1.9007, 0.2070], [1.0919, -0.6596, -0.2994], [0.5316, 0.5137, 1.7328]], "atomic_forces_ev_per_a": [[-2.571, -0.931, 1.742], [-1.377, -1.976, -2.867], [-0.165, -1.636, 2.205], [0.777, 0.680, -0.239], [0.093, 0.011, 0.151], [0.465, 2.281, 0.346], [2.849, -0.096, -1.468], [-0.071, 1.667, 0.130]]}


(5)
{"formula": "CH3Br2PS", "method": "the ωB97M-V functional and the def2-TZVPD basis", "orbital_gap_ev": [6.49, 7.93], "e_homo_ha": [-0.3018, -0.3100], "lumo_ev": [-1.72, -0.50], "species": ["C", "P", "S", "Br", "Br", "H", "H", "H"], "positions_angstrom": [[-0.3780, 0.7101, -1.6016], [0.4306, -0.4015, 1.5482], [0.2797, -1.7350, 0.1788], [0.5151, 0.7357, -3.2050], [-0.5200, 2.0223, -0.3473], [-1.1916, 0.0172, -1.3955], [-0.6398, -0.5434, 2.4574], [1.5039, -0.8053, 2.3650]], "atomic_forces_ev_per_a": [[-1.070, -1.025, 0.568], [0.348, 0.656, 1.454], [-0.230, -0.830, -1.446], [0.031, 0.208, 0.157], [0.435, 0.915, -0.066], [0.448, -0.110, -0.900], [-0.002, 0.047, 0.054], [0.040, 0.138, 0.179]]}


(6)
{"formula": "CH3Br3OSi", "method": "the ωB97M-V functional and the def2-TZVPD basis", "orbital_gap_ev": [8.13, 8.13], "e_homo_ha": [-0.3597, -0.3597], "lumo_ev": [-1.66, -1.66], "species": ["C", "O", "Si", "Br", "Br", "Br", "H", "H", "H"], "positions_angstrom": [[1.5829, -0.8935, -2.1441], [0.7858, -0.3456, -1.3172], [0.6857, 0.6228, -0.0319], [0.1090, -1.9537, -3.8686], [2.8866, 0.0762, -3.1493], [2.4635, -2.4895, -1.3368], [-0.6610, 1.1371, -0.1431], [1.6254, 1.8099, -0.1286], [0.8030, -0.1064, 1.2246]], "atomic_forces_ev_per_a": [[-0.006, -2.824, -1.252], [0.070, -0.532, -1.796], [-0.053, 2.346, 1.549], [1.347, 1.086, 1.584], [-0.565, 0.252, 0.225], [-0.429, 0.606, -0.401], [-0.457, 0.154, 0.027], [-0.207, -0.816, -0.015], [0.300, -0.274, 0.079]]}


Across the entries above, relative energy (zero: lowest compared OMol25 entry of this formula, charge and spin) takes the values 104.9, 0.0, 56.5, 56.3, 113.9, 137.1 kcal/mol, respectively.